(1)
{"formula": "C10H20N2P", "method": "the ωB97M-V functional and the def2-TZVPD basis", "relative_energy_ev": 0.0000, "total_charge": 1, "total_energy_ha": -843.59187, "homo_lumo_gap_ev": 8.5584, "e_homo_ev": -12.34, "lumo_energy_ev": -3.8, "elements": ["C", "C", "C", "C", "C", "C", "C", "C", "C", "C", "N", "N", "P", "H", "H", "H", "H", "H", "H", "H", "H", "H", "H", "H", "H", "H", "H", "H", "H", "H", "H", "H", "H"], "coordinates": [[3.07, 2.19, -1.04], [1.72, 2.07, -0.58], [3.52, 0.99, -1.45], [1.33, 0.77, -0.69], [2.46, -0.03, -1.27], [-2.46, 1.09, 0.85], [-1.56, 2.13, -1.14], [0.87, -0.14, 2.29], [-0.66, -1.94, 1.67], [-0.81, -1.83, -1.84], [-1.30, 1.25, -0.02], [0.04, -0.74, 1.26], [-0.20, 0.01, -0.18], [3.62, 3.12, -1.04], [1.14, 2.89, -0.20], [4.49, 0.76, -1.85], [2.18, -0.50, -2.22], [2.78, -0.84, -0.61], [-2.78, 2.07, 1.19], [-3.30, 0.62, 0.33], [-2.19, 0.48, 1.72], [-2.49, 1.87, -1.65], [-1.65, 3.16, -0.78], [-0.74, 2.08, -1.85], [0.27, 0.15, 3.15], [1.63, -0.85, 2.62], [1.37, 0.75, 1.90], [-1.21, -2.36, 0.82], [0.05, -2.69, 2.03], [-1.37, -1.73, 2.48], [-0.06, -2.57, -1.65], [-0.73, -1.31, -2.77], [-1.81, -2.10, -1.56]]}



(2)
{"formula": "C10H20N2Si", "method": "the ωB97M-V functional and the def2-TZVPD basis", "relative_energy_ev": 3.7987, "total_charge": 0, "total_energy_ha": -791.90090, "homo_lumo_gap_ev": 8.8156, "e_homo_ev": -8.14, "lumo_energy_ev": 0.7, "elements": ["C", "C", "C", "C", "C", "C", "C", "C", "C", "C", "N", "N", "Si", "H", "H", "H", "H", "H", "H", "H", "H", "H", "H", "H", "H", "H", "H", "H", "H", "H", "H", "H", "H"], "coordinates": [[2.45, 1.64, 0.24], [3.96, 0.25, -0.03], [1.84, 0.47, 0.32], [-2.92, 1.68, 1.80], [-1.41, -2.82, -0.04], [-0.28, 1.51, -2.23], [2.60, -1.90, 0.15], [-1.53, 1.64, 1.15], [-1.57, -1.42, 0.72], [-0.89, 0.11, -1.78], [3.76, 1.50, 0.00], [2.88, -0.46, 0.13], [-0.83, 0.15, 0.08], [1.91, 2.63, 0.50], [4.94, -0.04, -0.41], [-3.70, 1.51, 1.14], [-2.93, 0.88, 2.42], [-3.09, 2.60, 2.30], [-0.54, -3.37, 0.27], [-2.29, -3.39, 0.24], [-1.29, -2.65, -0.99], [0.73, 1.41, -2.02], [-0.37, 1.62, -3.34], [-0.78, 2.28, -1.72], [3.17, -2.35, -0.62], [2.80, -2.37, 1.14], [1.56, -2.09, 0.02], [-0.79, 1.73, 1.88], [-1.46, 2.45, 0.49], [-1.18, -1.54, 1.77], [-2.60, -1.12, 0.70], [-0.25, -0.67, -2.12], [-1.92, 0.14, -2.18]]}



(3)
{"formula": "C10H20N4O4", "method": "the ωB97M-V functional and the def2-TZVPD basis", "relative_energy_ev": 2.4481, "total_charge": 0, "total_energy_ha": -913.00140, "homo_lumo_gap_ev": 9.7322, "smiles": "NCCCC[C@H](N)C(=O)N[C@@H](CC(N)=O)C(=O)O", "e_homo_ev": -9.29, "lumo_energy_ev": 0.4, "elements": ["C", "C", "C", "C", "C", "C", "C", "C", "C", "C", "H", "H", "H", "H", "H", "H", "H", "H", "H", "H", "H", "H", "H", "H", "H", "H", "H", "H", "H", "H", "N", "N", "N", "N", "O", "O", "O", "O"], "coordinates": [[-0.94, -0.12, -0.26], [0.27, 0.54, 0.21], [-0.57, -1.13, -1.38], [0.13, -2.26, -0.71], [-0.76, -3.29, 0.06], [-2.01, -3.81, -0.57], [0.98, 2.37, 1.51], [0.27, 3.36, 2.45], [1.72, 2.99, 0.22], [3.14, 2.83, 0.30], [-2.82, 0.24, -0.89], [-1.71, 1.45, -1.13], [-1.26, -0.84, 0.57], [-1.58, -1.50, -1.79], [-0.14, -0.68, -2.26], [0.84, -2.87, -1.41], [0.84, -1.96, 0.03], [-0.87, -2.83, 1.10], [-0.20, -4.23, 0.15], [-2.83, -3.01, -0.53], [-2.44, -4.62, 0.03], [-3.06, -4.27, -2.31], [-1.63, -5.10, -2.18], [-1.07, 1.88, 0.94], [1.61, 1.67, 1.98], [1.39, 2.63, -0.74], [1.42, 4.06, 0.36], [3.22, 0.85, -0.66], [4.73, 1.63, -0.19], [-1.06, 4.63, 2.34], [-2.09, 0.75, -0.48], [-2.06, -4.20, -1.96], [-0.10, 1.59, 1.00], [3.68, 1.68, -0.14], [1.44, 0.34, 0.02], [0.06, 3.27, 3.65], [3.81, 3.63, 0.93], [-0.36, 4.35, 1.75]]}



(4)
{"formula": "C10H20N4O7Pt", "method": "the ωB97M-V functional and the def2-TZVPD basis", "relative_energy_ev": 0.0000, "total_charge": 0, "total_energy_ha": -1257.69948, "homo_lumo_gap_ev": [5.2533, 4.6432], "s_squared": 2.089, "spin_multiplicity": 3, "e_homo_ev": [-6.24, -7.04], "lumo_energy_ev": [-1.0, -2.4], "elements": ["O", "H", "Pt", "N", "N", "N", "N", "O", "O", "O", "O", "C", "C", "C", "C", "C", "H", "H", "H", "C", "H", "H", "H", "C", "C", "H", "H", "H", "H", "H", "H", "H", "H", "C", "H", "H", "H", "O", "H", "H", "O", "C"], "coordinates": [[2.01, 2.37, -1.43], [2.75, 2.96, -1.20], [-0.14, -0.03, -0.01], [-0.49, 1.38, -1.41], [-0.58, 1.57, 1.15], [0.39, -1.66, -1.06], [0.07, -1.43, 1.44], [-0.43, 1.12, -2.63], [0.56, -1.71, -2.41], [-0.15, -1.18, 2.76], [-0.70, 1.45, 2.42], [-0.75, 2.75, 0.48], [-0.74, 2.64, -0.93], [0.50, -2.80, -0.38], [0.31, -2.68, 1.04], [-0.71, 3.69, -1.96], [0.25, 3.68, -2.48], [-0.86, 4.66, -1.50], [-1.50, 3.50, -2.69], [-0.85, 3.98, 1.26], [0.04, 4.14, 1.88], [-1.73, 3.95, 1.91], [-0.94, 4.82, 0.57], [0.78, -4.09, -1.06], [0.32, -3.79, 2.02], [1.22, -3.90, -2.04], [-0.15, -4.66, -1.18], [1.45, -4.70, -0.44], [-0.14, -3.49, 2.96], [1.35, -4.12, 2.22], [-0.21, -4.66, 1.61], [0.74, -0.80, -2.75], [-0.45, -0.20, 2.78], [1.85, 0.60, 0.26], [2.00, 1.61, -0.55], [2.52, -0.22, -0.02], [2.07, 0.94, 1.28], [2.36, 0.85, -3.49], [2.25, 1.51, -2.73], [3.01, 0.20, -3.17], [-3.13, -0.75, -0.40], [-2.04, -0.41, -0.22]]}



(5)
{"formula": "C10H20N4O7Sn", "method": "the ωB97M-V functional and the def2-TZVPD basis", "total_charge": 0, "total_energy_ha": -1352.59893, "homo_lumo_gap_ev": [5.4738, 4.1983], "e_homo_ev": [-7.08, -7.07], "lumo_energy_ev": [-1.6, -2.9], "elements": ["O", "H", "Sn", "N", "N", "N", "N", "O", "O", "O", "O", "C", "C", "C", "C", "C", "H", "H", "H", "C", "H", "H", "H", "C", "C", "H", "H", "H", "H", "H", "H", "H", "H", "C", "H", "H", "H", "O", "H", "H", "O", "C"], "coordinates": [[1.93, 3.21, -2.37], [2.24, 3.22, -1.44], [-0.08, -0.04, 0.06], [-1.12, 0.71, -1.61], [-1.16, 1.57, 0.91], [0.30, -2.03, -0.45], [-0.36, -1.25, 1.95], [-1.24, 0.25, -2.78], [0.79, -2.43, -1.71], [-0.46, -0.67, 3.19], [-1.33, 1.84, 2.16], [-1.40, 2.51, -0.06], [-1.36, 2.06, -1.40], [0.48, -2.92, 0.53], [0.20, -2.51, 1.84], [-1.47, 2.85, -2.63], [-0.56, 2.78, -3.23], [-1.64, 3.90, -2.40], [-2.30, 2.48, -3.24], [-1.63, 3.89, 0.40], [-0.80, 4.27, 0.99], [-2.52, 3.96, 1.03], [-1.76, 4.55, -0.46], [0.89, -4.30, 0.20], [0.32, -3.34, 3.03], [1.34, -4.33, -0.78], [0.01, -4.96, 0.21], [1.58, -4.70, 0.95], [-0.22, -2.91, 3.87], [1.36, -3.49, 3.34], [-0.06, -4.35, 2.84], [0.60, -1.70, -2.34], [-0.82, 0.25, 3.03], [1.80, 0.69, 0.74], [2.18, 1.28, -0.09], [2.42, -0.18, 1.01], [1.66, 1.30, 1.65], [2.19, 0.07, -3.71], [2.30, 1.04, -3.74], [2.34, -0.12, -2.76], [-2.78, -1.33, 1.95], [-1.84, -1.12, 1.29]]}



(6)
{"formula": "C10H20NO3", "method": "the ωB97M-V functional and the def2-TZVPD basis", "relative_energy_ev": 4.7637, "total_charge": 1, "total_energy_ha": -673.11830, "homo_lumo_gap_ev": [5.7642, 5.7669], "e_homo_ev": [-11.63, -11.63], "lumo_energy_ev": [-5.9, -5.9], "elements": ["C", "C", "C", "C", "C", "C", "C", "C", "C", "C", "N", "O", "O", "O", "H", "H", "H", "H", "H", "H", "H", "H", "H", "H", "H", "H", "H", "H", "H", "H", "H", "H", "H", "H"], "coordinates": [[0.89, -1.29, 0.21], [-1.51, -0.22, 1.51], [-2.36, 0.13, 0.12], [0.79, -0.01, 1.00], [-1.63, 1.13, -0.77], [2.08, 2.87, -0.16], [-3.74, -1.96, 0.01], [2.48, -2.87, -0.51], [1.96, 0.78, 1.34], [2.63, 1.41, -0.04], [-2.67, -1.12, -0.48], [0.00, -1.84, -0.38], [-0.29, 0.45, 1.53], [2.13, -1.71, 0.25], [-2.10, -0.05, 2.38], [-1.19, -1.35, 1.34], [-3.29, 0.61, 0.49], [-1.07, 0.44, -1.35], [-1.05, 1.92, -0.11], [-2.41, 1.59, -1.33], [2.41, 3.36, 0.71], [1.02, 2.87, -0.13], [2.57, 3.32, -1.02], [-4.70, -1.50, 0.32], [-3.95, -2.52, -0.81], [-3.33, -2.64, 0.87], [1.95, -2.81, -1.49], [2.15, -3.82, -0.17], [3.51, -2.83, -0.62], [1.73, 1.64, 1.99], [2.83, 0.21, 1.88], [3.73, 1.24, 0.00], [2.28, 0.77, -0.92], [-1.96, -1.40, -1.01]]}



(7)
{"formula": "C10H20O5SSi", "method": "the ωB97M-V functional and the def2-TZVPD basis", "relative_energy_ev": 0.0000, "total_charge": 0, "total_energy_ha": -1457.04200, "homo_lumo_gap_ev": 10.0933, "smiles": "C[Si](C)(O)S.O=C1CCCO1.O=C1CCCO1", "e_homo_ev": -9.76, "lumo_energy_ev": 0.3, "elements": ["C", "Si", "C", "O", "S", "H", "H", "H", "H", "H", "H", "H", "H", "O", "C", "O", "C", "C", "C", "H", "H", "H", "H", "H", "H", "O", "C", "O", "C", "C", "C", "H", "H", "H", "H", "H", "H"], "coordinates": [[-3.09, 3.01, 4.77], [-3.07, 2.02, 3.19], [-2.46, 3.03, 1.76], [-4.55, 1.36, 2.84], [-1.76, 0.37, 3.60], [-3.42, 2.40, 5.61], [-2.09, 3.37, 5.00], [-3.75, 3.87, 4.68], [-2.24, 2.40, 0.89], [-1.53, 3.54, 2.05], [-3.17, 3.79, 1.45], [-5.11, 1.84, 2.22], [-2.16, -0.33, 2.53], [2.90, -0.33, -1.32], [2.45, -0.31, -0.21], [1.93, 0.82, 0.33], [1.52, 0.59, 1.69], [1.32, -0.92, 1.80], [2.34, -1.44, 0.79], [2.32, 0.94, 2.35], [0.62, 1.16, 1.88], [1.46, -1.29, 2.81], [0.31, -1.18, 1.48], [3.33, -1.57, 1.24], [2.08, -2.36, 0.29], [-0.82, -3.37, -3.68], [0.13, -2.80, -4.14], [0.17, -2.37, -5.42], [1.45, -1.78, -5.72], [2.03, -1.38, -4.37], [1.43, -2.43, -3.45], [2.06, -2.54, -6.22], [1.27, -0.96, -6.40], [3.12, -1.36, -4.37], [1.67, -0.39, -4.08], [2.05, -3.33, -3.40], [1.25, -2.09, -2.44]]}



(8)
{"formula": "C10H20OSi2", "method": "the ωB97M-V functional and the def2-TZVPD basis", "relative_energy_ev": 2.6991, "total_charge": 0, "total_energy_ha": -1047.10412, "homo_lumo_gap_ev": 9.8505, "smiles": "C=C[Si](C=C)(C=C)C[SiH2]C(C)(C)O", "e_homo_ev": -9.05, "lumo_energy_ev": 0.8, "elements": ["C", "C", "C", "C", "C", "C", "C", "C", "C", "C", "O", "Si", "Si", "H", "H", "H", "H", "H", "H", "H", "H", "H", "H", "H", "H", "H", "H", "H", "H", "H", "H", "H", "H"], "coordinates": [[-2.12, 2.92, -1.04], [-3.64, 1.60, 1.84], [0.68, 1.20, 3.37], [-0.96, 2.63, -0.50], [-2.42, 1.15, 1.95], [0.25, 2.00, 2.40], [0.44, -2.97, -1.95], [2.86, -2.67, -1.00], [-0.18, -0.54, 0.42], [1.77, -2.00, -1.80], [2.26, -1.66, -3.07], [1.11, -0.32, -1.07], [-0.88, 1.39, 0.95], [-2.10, 3.48, -2.01], [-3.05, 2.50, -0.80], [-4.31, 1.38, 2.59], [-3.79, 2.27, 0.97], [1.08, 1.76, 4.17], [0.27, 0.24, 3.38], [-0.14, 3.11, -0.96], [-2.14, 0.61, 2.94], [0.59, 2.99, 2.52], [0.69, -3.98, -1.59], [0.03, -2.87, -2.96], [-0.36, -2.54, -1.41], [3.22, -3.41, -1.71], [2.56, -2.93, -0.04], [3.61, -1.89, -0.98], [0.16, -1.05, 1.26], [-1.04, -1.07, 0.02], [3.02, -2.22, -3.25], [0.24, 0.32, -2.18], [2.28, 0.56, -0.47]]}